Record 1
129
Properties=species:S:1:pos:R:3 method="wB97M-V/def2-TZVPD" gap_ev=7.095 e_tot_ev=-119549.5313
H 0.27 -4.87 -2.00
N 0.45 -5.65 -1.35
C 0.24 -5.30 -0.16
C -0.21 -3.91 0.26
C 0.78 -2.88 -0.22
C 2.15 -3.04 0.13
N 3.08 -2.21 -0.24
C 2.65 -1.16 -1.01
C 3.59 -0.22 -1.48
C 3.22 0.86 -2.24
C 4.18 1.83 -2.78
C 4.26 1.96 -4.16
C 5.13 2.85 -4.77
C 5.96 3.62 -3.98
C 5.90 3.50 -2.60
C 5.02 2.62 -2.00
C 1.85 1.03 -2.52
C 0.93 0.12 -2.07
O -0.42 0.29 -2.36
C -0.80 -0.38 -3.52
O -0.47 0.03 -4.58
C -1.63 -1.58 -3.32
C -1.19 -2.78 -3.85
C -1.90 -3.95 -3.68
C -3.11 -3.90 -2.99
C -3.56 -2.70 -2.45
C -2.82 -1.54 -2.62
C 1.30 -1.00 -1.31
N 0.33 -1.88 -0.92
H 0.40 -6.08 0.59
H -0.32 -3.82 1.33
H -1.17 -3.75 -0.24
H 2.44 -3.90 0.73
H 4.63 -0.37 -1.22
H 3.63 1.33 -4.78
H 5.15 2.92 -5.84
H 6.66 4.30 -4.45
H 6.56 4.12 -2.01
H 4.99 2.53 -0.92
H 1.49 1.85 -3.11
H -0.26 -2.79 -4.40
H -1.56 -4.89 -4.08
H -3.70 -4.79 -2.86
H -4.48 -2.70 -1.90
H -3.16 -0.62 -2.18
O 1.04 -8.53 -6.92
C 1.53 -7.44 -6.72
C 1.00 -6.47 -5.77
C 1.60 -5.28 -5.64
O 1.18 -4.35 -4.79
C 2.82 -4.91 -6.44
O 3.29 -3.80 -6.26
C 3.36 -5.88 -7.37
C 2.76 -7.07 -7.50
O 3.20 -8.01 -8.34
H 0.13 -6.75 -5.20
H 1.80 -3.60 -4.89
H 4.24 -5.61 -7.93
H 2.59 -8.77 -8.24
O -1.23 2.12 3.65
C -1.78 1.96 2.57
C -2.86 2.80 2.10
C -3.42 2.56 0.90
O -4.42 3.29 0.41
C -2.96 1.42 0.03
O -3.53 1.25 -1.03
C -1.85 0.60 0.50
C -1.30 0.85 1.69
O -0.28 0.13 2.19
H -3.18 3.61 2.73
H -4.63 2.90 -0.46
H -1.51 -0.21 -0.14
H -0.08 0.53 3.06
O 0.25 -2.89 8.26
C 0.28 -2.81 7.04
C 0.20 -1.56 6.31
C 0.22 -1.57 4.97
O 0.15 -0.47 4.23
C 0.33 -2.85 4.19
O 0.33 -2.76 2.98
C 0.43 -4.10 4.92
C 0.41 -4.09 6.26
O 0.50 -5.19 6.99
H 0.11 -0.65 6.88
H 0.18 -0.76 3.30
H 0.53 -5.01 4.35
H 0.46 -4.90 7.92
O 3.39 2.12 -7.41
C 3.13 2.78 -8.40
C 4.13 3.51 -9.16
C 3.76 4.22 -10.23
O 4.62 4.91 -10.98
C 2.32 4.30 -10.68
O 2.07 4.98 -11.65
C 1.33 3.56 -9.93
C 1.70 2.84 -8.86
O 0.84 2.14 -8.13
H 5.16 3.44 -8.84
H 4.09 5.33 -11.68
H 0.30 3.61 -10.26
H 1.35 1.71 -7.41
O -1.87 4.71 6.80
C -3.02 5.11 6.80
C -3.53 6.12 7.70
C -4.82 6.49 7.64
O -5.35 7.41 8.43
C -5.77 5.87 6.65
O -6.93 6.24 6.67
C -5.25 4.87 5.73
C -3.97 4.51 5.79
O -3.43 3.60 4.98
H -2.84 6.56 8.41
H -6.29 7.47 8.18
H -5.94 4.44 5.01
H -2.49 3.52 5.23
O -3.90 2.38 11.79
C -3.23 2.07 10.82
C -1.84 2.48 10.64
C -1.18 2.11 9.53
O 0.08 2.44 9.30
C -1.84 1.28 8.46
O -1.18 1.00 7.47
C -3.21 0.86 8.65
C -3.87 1.23 9.76
O -5.13 0.88 10.00
H -1.38 3.07 11.41
H 0.31 2.06 8.43
H -3.67 0.26 7.88
H -5.36 1.27 10.86

***

Record 2
117
Properties=species:S:1:pos:R:3 method="wB97M-V/def2-TZVPD" gap_ev="5.315 / 4.735" spin_multiplicity=2 total_charge=+1 s2=1.002 e_tot_ev=-143293.4088 relative_energy_ev=8.271
Ti -2.57 -0.43 -1.21
O 2.38 -1.12 0.97
S 1.66 0.09 0.47
C 2.18 0.45 -1.25
C 2.27 1.78 -1.69
C 3.12 2.12 -2.69
C 3.85 1.13 -3.37
C 3.66 -0.20 -3.11
C 2.78 -0.54 -2.06
P 2.03 -2.19 -2.00
C 3.42 -3.41 -1.83
C 3.38 -4.23 -0.71
C 4.30 -5.25 -0.55
C 5.36 -5.34 -1.50
C 5.43 -4.55 -2.63
C 4.41 -3.58 -2.79
C 1.55 -2.35 -3.73
C 1.33 -3.63 -4.22
C 1.08 -3.88 -5.57
C 0.77 -2.82 -6.41
C 0.83 -1.50 -5.91
C 1.27 -1.25 -4.59
C 2.53 1.44 1.20
C 3.90 1.45 1.11
C 4.53 2.63 1.47
C 3.81 3.61 2.17
C 2.44 3.53 2.33
C 1.76 2.44 1.73
P 0.01 2.13 2.12
C -0.85 3.66 2.21
C -3.11 4.06 1.09
C -3.70 4.69 2.31
C -3.10 5.45 3.29
C -1.81 5.35 3.83
C -0.83 4.46 3.34
C 0.08 1.55 3.83
C 1.23 1.17 4.46
C 1.23 1.06 5.89
C 0.07 1.25 6.63
C -1.11 1.48 5.96
C -1.10 1.63 4.56
H 1.75 2.59 -1.16
H 3.26 3.16 -2.98
H 4.56 1.44 -4.13
H 4.06 -1.04 -3.74
H 2.60 -4.08 0.04
H 4.34 -5.96 0.26
H 6.12 -6.13 -1.40
H 6.27 -4.62 -3.30
H 4.30 -3.00 -3.70
H 1.49 -4.45 -3.53
H 1.20 -4.91 -5.94
H 0.48 -2.97 -7.45
H 0.53 -0.66 -6.53
H 1.43 -0.20 -4.28
H 4.47 0.56 0.70
H 5.62 2.68 1.37
H 4.31 4.48 2.52
H 1.92 4.14 3.06
H -3.42 4.65 0.19
H -4.83 4.57 2.30
H -3.72 6.25 3.72
H -1.49 6.06 4.56
H 0.11 4.44 3.98
H 2.16 0.94 4.01
H 2.16 0.90 6.40
H 0.09 1.15 7.75
H -2.08 1.57 6.45
H -2.04 1.80 4.06
I -6.18 3.34 -6.62
C -4.93 2.05 -5.38
C -3.56 2.37 -5.40
C -2.70 1.78 -4.50
I -0.67 2.44 -4.44
C -3.11 0.69 -3.71
O -2.31 -0.21 -3.13
C -4.53 0.47 -3.60
C -5.05 -0.54 -2.64
N -4.67 -0.21 -1.20
C -5.01 1.09 -0.59
C -3.74 1.86 -0.17
C -3.89 2.80 0.89
C -1.53 4.12 0.93
C -0.93 3.40 -0.27
C -1.45 2.35 -0.98
N -2.56 1.60 -0.81
C -5.41 1.06 -4.52
H -3.12 3.04 -6.12
H -6.16 -0.59 -2.72
H -4.59 -1.52 -2.88
H -5.04 -1.01 -0.64
H -5.65 1.63 -1.29
H -5.64 0.92 0.32
H -4.74 2.70 1.54
H -1.28 5.21 0.83
H 0.05 3.85 -0.58
H -0.83 2.04 -1.81
H -6.48 0.87 -4.47
O -3.06 -2.22 0.12
C -2.01 -1.96 0.72
O -1.50 -0.79 0.54
C -1.26 -2.91 1.65
C -1.49 -4.32 1.48
C -0.72 -5.21 2.20
C 0.29 -4.74 3.10
C 1.01 -5.58 4.05
C 1.82 -5.08 5.03
C 1.83 -3.68 5.20
C 1.09 -2.82 4.42
C 0.34 -3.26 3.30
N -0.37 -2.42 2.51
H -2.28 -4.71 0.88
H -0.80 -6.30 2.02
H 0.84 -6.67 3.98
H 2.40 -5.69 5.70
H 2.40 -3.18 6.00
H 1.05 -1.76 4.65

***

Record 3
119
Properties=species:S:1:pos:R:3 method="wB97M-V/def2-TZVPD" gap_ev=5.936 total_charge=+1 e_tot_ev=-128308.8907 relative_energy_ev=0.000
Al -0.26 -0.33 0.40
N -1.41 -0.45 3.35
P -0.40 0.81 2.76
C -1.15 2.35 3.38
C -1.41 3.38 2.47
C -1.97 4.57 2.91
C -2.28 4.73 4.25
C -2.02 3.71 5.16
C -1.45 2.52 4.73
C 1.09 0.66 3.77
C 1.49 -0.58 4.27
C 2.71 -0.69 4.94
C 3.53 0.42 5.08
C 3.13 1.65 4.57
C 1.92 1.77 3.92
P -2.40 -0.88 2.04
C -4.10 -0.42 2.53
C -4.65 -0.94 3.70
C -5.96 -0.65 4.04
C -6.73 0.14 3.21
C -6.19 0.67 2.04
C -4.87 0.39 1.71
C -2.68 -2.68 1.87
C -2.34 -3.83 2.46
C -2.61 -5.10 1.78
C -3.12 -5.22 0.55
C -3.59 -4.03 -0.25
C -3.15 -2.74 0.46
H -1.78 -0.39 4.29
H -1.16 3.23 1.42
H -2.16 5.37 2.21
H -2.73 5.65 4.59
H -2.26 3.84 6.21
H -1.23 1.73 5.44
H 0.86 -1.44 4.14
H 3.01 -1.65 5.34
H 4.48 0.33 5.59
H 3.77 2.52 4.69
H 1.60 2.73 3.53
H -4.05 -1.59 4.33
H -6.38 -1.05 4.95
H -7.76 0.35 3.46
H -6.79 1.29 1.39
H -4.44 0.80 0.80
H -1.86 -3.86 3.43
H -2.36 -6.00 2.32
H -3.31 -6.20 0.12
H -4.65 -4.13 -0.47
H -3.83 -1.91 0.22
Te 3.29 1.39 -2.99
C 2.36 1.47 -4.92
C 2.72 0.61 -5.94
C 2.11 0.74 -7.19
N 1.20 1.67 -7.46
C 0.87 2.51 -6.48
C 1.42 2.46 -5.21
C 1.51 0.84 -1.94
P 1.05 -0.88 -1.77
C 2.44 -2.08 -1.76
C 3.22 -2.26 -2.90
C 4.29 -3.13 -2.87
C 4.57 -3.86 -1.72
C 3.77 -3.71 -0.59
C 2.71 -2.81 -0.61
C 0.22 -1.35 -3.33
C -0.32 -0.39 -4.17
C -0.94 -0.76 -5.36
C -1.05 -2.10 -5.69
C -0.55 -3.07 -4.83
C 0.08 -2.70 -3.66
P 1.47 1.38 -0.25
C 1.29 3.20 -0.31
C 1.68 3.99 0.77
C 1.50 5.37 0.72
C 0.93 5.96 -0.40
C 0.56 5.17 -1.48
C 0.73 3.79 -1.43
C 3.10 1.13 0.53
C 3.30 -0.04 1.26
C 4.56 -0.38 1.72
C 5.65 0.43 1.43
C 5.46 1.60 0.71
C 4.19 1.96 0.26
H 3.46 -0.17 -5.80
H 2.36 0.07 -8.00
H 0.14 3.27 -6.74
H 1.12 3.17 -4.46
H 2.96 -1.73 -3.81
H 4.91 -3.26 -3.75
H 5.40 -4.55 -1.70
H 3.97 -4.30 0.29
H 2.09 -2.70 0.27
H -0.22 0.66 -3.91
H -1.32 0.00 -6.03
H -1.52 -2.39 -6.62
H -0.63 -4.12 -5.09
H 0.49 -3.46 -2.99
H 2.15 3.53 1.63
H 1.81 5.98 1.56
H 0.80 7.03 -0.44
H 0.14 5.63 -2.37
H 0.47 3.18 -2.28
H 2.45 -0.68 1.48
H 4.70 -1.30 2.28
H 6.64 0.16 1.77
H 6.30 2.24 0.50
H 4.05 2.89 -0.27
F 0.29 -1.62 1.33
I -2.05 1.36 -1.41
C -2.30 -0.72 -1.64
C -3.27 -1.36 -2.50
C -3.45 -2.69 -2.45
C -2.72 -3.57 -1.48
C -1.92 -2.70 -0.49
N -1.58 -1.34 -0.78
H -3.82 -0.75 -3.21
H -4.13 -3.17 -3.14
H -2.17 -4.36 -2.00
H -1.07 -3.21 -0.05

***

What did the second record say?
117
Properties=species:S:1:pos:R:3 method="wB97M-V/def2-TZVPD" gap_ev="5.315 / 4.735" spin_multiplicity=2 total_charge=+1 s2=1.002 e_tot_ev=-143293.4088 relative_energy_ev=8.271
Ti -2.57 -0.43 -1.21
O 2.38 -1.12 0.97
S 1.66 0.09 0.47
C 2.18 0.45 -1.25
C 2.27 1.78 -1.69
C 3.12 2.12 -2.69
C 3.85 1.13 -3.37
C 3.66 -0.20 -3.11
C 2.78 -0.54 -2.06
P 2.03 -2.19 -2.00
C 3.42 -3.41 -1.83
C 3.38 -4.23 -0.71
C 4.30 -5.25 -0.55
C 5.36 -5.34 -1.50
C 5.43 -4.55 -2.63
C 4.41 -3.58 -2.79
C 1.55 -2.35 -3.73
C 1.33 -3.63 -4.22
C 1.08 -3.88 -5.57
C 0.77 -2.82 -6.41
C 0.83 -1.50 -5.91
C 1.27 -1.25 -4.59
C 2.53 1.44 1.20
C 3.90 1.45 1.11
C 4.53 2.63 1.47
C 3.81 3.61 2.17
C 2.44 3.53 2.33
C 1.76 2.44 1.73
P 0.01 2.13 2.12
C -0.85 3.66 2.21
C -3.11 4.06 1.09
C -3.70 4.69 2.31
C -3.10 5.45 3.29
C -1.81 5.35 3.83
C -0.83 4.46 3.34
C 0.08 1.55 3.83
C 1.23 1.17 4.46
C 1.23 1.06 5.89
C 0.07 1.25 6.63
C -1.11 1.48 5.96
C -1.10 1.63 4.56
H 1.75 2.59 -1.16
H 3.26 3.16 -2.98
H 4.56 1.44 -4.13
H 4.06 -1.04 -3.74
H 2.60 -4.08 0.04
H 4.34 -5.96 0.26
H 6.12 -6.13 -1.40
H 6.27 -4.62 -3.30
H 4.30 -3.00 -3.70
H 1.49 -4.45 -3.53
H 1.20 -4.91 -5.94
H 0.48 -2.97 -7.45
H 0.53 -0.66 -6.53
H 1.43 -0.20 -4.28
H 4.47 0.56 0.70
H 5.62 2.68 1.37
H 4.31 4.48 2.52
H 1.92 4.14 3.06
H -3.42 4.65 0.19
H -4.83 4.57 2.30
H -3.72 6.25 3.72
H -1.49 6.06 4.56
H 0.11 4.44 3.98
H 2.16 0.94 4.01
H 2.16 0.90 6.40
H 0.09 1.15 7.75
H -2.08 1.57 6.45
H -2.04 1.80 4.06
I -6.18 3.34 -6.62
C -4.93 2.05 -5.38
C -3.56 2.37 -5.40
C -2.70 1.78 -4.50
I -0.67 2.44 -4.44
C -3.11 0.69 -3.71
O -2.31 -0.21 -3.13
C -4.53 0.47 -3.60
C -5.05 -0.54 -2.64
N -4.67 -0.21 -1.20
C -5.01 1.09 -0.59
C -3.74 1.86 -0.17
C -3.89 2.80 0.89
C -1.53 4.12 0.93
C -0.93 3.40 -0.27
C -1.45 2.35 -0.98
N -2.56 1.60 -0.81
C -5.41 1.06 -4.52
H -3.12 3.04 -6.12
H -6.16 -0.59 -2.72
H -4.59 -1.52 -2.88
H -5.04 -1.01 -0.64
H -5.65 1.63 -1.29
H -5.64 0.92 0.32
H -4.74 2.70 1.54
H -1.28 5.21 0.83
H 0.05 3.85 -0.58
H -0.83 2.04 -1.81
H -6.48 0.87 -4.47
O -3.06 -2.22 0.12
C -2.01 -1.96 0.72
O -1.50 -0.79 0.54
C -1.26 -2.91 1.65
C -1.49 -4.32 1.48
C -0.72 -5.21 2.20
C 0.29 -4.74 3.10
C 1.01 -5.58 4.05
C 1.82 -5.08 5.03
C 1.83 -3.68 5.20
C 1.09 -2.82 4.42
C 0.34 -3.26 3.30
N -0.37 -2.42 2.51
H -2.28 -4.71 0.88
H -0.80 -6.30 2.02
H 0.84 -6.67 3.98
H 2.40 -5.69 5.70
H 2.40 -3.18 6.00
H 1.05 -1.76 4.65